A 3-piece molecular cluster, C40H41BN5O7 overall at a distorted geometry. Source: the Open Molecules 2025 dataset; level of theory: the ωB97M-V functional and the def2-TZVPD basis.

XYZ file:
```
94
Properties=species:S:1:pos:R:3:forces:R:3:mulliken_charge:R:1
C 9.6701 3.2312 5.3788 -0.944 -0.687 -0.317 -0.82
C 8.8873 3.0027 3.9228 1.164 0.410 1.304 -0.18
O 7.5273 3.6109 4.0954 1.359 2.619 -2.603 -0.40
B 7.6381 4.9690 3.4546 0.598 -1.723 3.529 0.41
O 8.3016 6.0146 4.2582 -3.508 -1.423 -0.991 -0.48
N 7.0417 5.1188 2.0832 0.431 0.293 -0.730 -0.09
C 5.8860 5.6962 1.6768 -2.134 1.278 -1.710 0.32
N 5.5060 5.6575 0.2124 -4.292 2.778 4.268 -0.55
C 4.1591 6.3458 0.1799 4.548 -1.332 6.046 0.08
N 3.8916 6.7492 1.6454 -0.981 -0.694 -5.754 0.27
C 2.5749 7.4482 1.8656 -1.225 0.613 0.691 -0.79
C 1.5482 6.7104 2.9077 -0.507 0.319 0.835 -0.22
C 0.1233 6.2237 2.2435 -0.086 1.283 0.431 -0.68
C -0.7522 5.5061 3.4294 -0.362 1.433 -0.035 -0.60
N -1.1493 4.0722 3.1560 2.031 -0.384 1.203 -0.02
C -1.4848 3.5077 4.5526 1.168 -0.863 1.051 -0.77
C 0.0077 3.2178 2.6868 4.696 -0.926 -0.003 0.44
C -0.3840 1.9772 1.6382 -0.868 0.203 1.241 -0.84
O 1.2860 3.3319 3.0584 -7.310 0.112 -1.888 -0.55
N 4.9134 6.3922 2.5558 0.385 -0.798 -4.681 0.09
C 4.7707 6.7614 3.9890 1.333 -0.879 2.707 -0.76
H 8.8023 3.2111 6.1932 1.974 0.066 -1.735 0.20
H 10.3781 2.3147 5.5892 -1.197 2.083 -0.431 0.32
H 10.2105 4.2706 5.4060 -0.976 -2.201 -0.038 0.21
H 9.4562 3.6013 3.0868 -0.794 -1.333 1.337 0.19
H 8.8201 1.8623 3.6305 -0.166 2.502 0.581 0.31
H 7.6930 6.1553 5.0605 1.770 -0.532 -1.292 0.33
H 7.6255 4.6962 1.2971 -1.449 0.665 1.230 0.30
H 3.4073 6.5542 -0.7120 1.939 -0.524 2.259 0.32
H 2.7799 8.5585 2.2151 -0.409 -2.263 -0.812 0.22
H 2.0229 7.4661 0.8068 1.557 0.069 2.344 0.28
H 1.2686 7.5281 3.7313 0.547 -1.790 -1.753 0.28
H 2.0062 5.8089 3.5044 -0.643 1.636 -1.465 0.32
H 0.2316 5.6037 1.2569 -0.052 0.891 2.067 0.35
H -0.4539 7.2228 1.9405 1.229 -2.191 0.538 0.36
H -0.2123 5.6363 4.4834 -0.828 -0.360 -2.240 0.38
H -1.7722 6.1193 3.5197 2.158 -1.516 -0.139 0.28
H -2.0247 2.4686 4.5046 0.755 2.253 -0.029 0.21
H -0.4263 3.3098 5.0627 -2.255 0.398 -0.691 0.34
H -2.0207 4.3062 5.2245 0.693 -1.695 -1.660 0.31
H -0.7471 1.0911 2.3487 0.793 1.785 -1.550 0.15
H 0.5342 1.6039 1.0143 -1.779 1.003 1.383 0.33
H -1.3284 2.2539 0.9729 2.222 -0.442 1.433 0.26
H 4.5336 5.7690 4.6065 0.225 2.190 -1.353 0.34
H 5.8094 7.1464 4.4344 -2.221 -0.679 -1.387 0.23
H 3.9882 7.5875 4.2558 1.370 -1.707 -1.202 0.33
C -1.0542 -5.8185 3.0586 -0.221 0.096 -0.253 -0.53
C -0.7356 -4.5980 3.6536 -0.217 0.244 -0.196 -0.50
C -1.3294 -3.4212 3.1946 0.150 -0.278 0.114 -0.60
C -2.2362 -3.4632 2.1286 0.397 -0.268 0.372 0.29
C -2.5361 -4.6802 1.5178 0.383 -0.317 0.400 0.17
C -1.9525 -5.8625 1.9914 0.201 0.036 0.214 -0.51
C -3.4530 -4.7300 0.3607 -0.339 -1.183 -0.476 0.47
O -3.7197 -5.7991 -0.1742 0.150 0.575 0.368 -0.68
C -4.0366 -3.4725 -0.1476 -0.361 0.285 -0.461 0.51
C -4.8617 -3.4981 -1.2795 -0.150 0.262 -0.098 -0.77
C -5.4285 -2.3151 -1.7589 0.185 -0.235 0.193 -0.68
C -5.1813 -1.1081 -1.1057 0.227 -0.111 0.262 -0.53
C -4.3552 -1.0788 0.0189 -0.155 -0.046 -0.259 -0.63
C -3.7740 -2.2624 0.4928 -0.348 0.372 -0.370 0.34
C -2.8731 -2.2157 1.6614 0.239 1.141 0.617 0.63
O -2.6516 -1.1546 2.2333 -0.053 -0.462 -0.291 -0.72
H -0.5985 -6.7368 3.4224 -0.102 0.169 -0.084 0.40
H -0.0258 -4.5622 4.4771 -0.147 0.005 -0.149 0.40
H -1.0798 -2.4727 3.6673 -0.192 -0.166 -0.213 0.44
H -2.1922 -6.8181 1.5284 -0.042 0.322 -0.003 0.48
H -5.0623 -4.4368 -1.7935 0.091 0.158 0.267 0.75
H -6.0646 -2.3365 -2.6411 0.130 -0.025 0.166 0.44
H -5.6285 -0.1875 -1.4745 0.089 -0.176 0.081 0.39
H -4.1629 -0.1320 0.5208 0.055 -0.327 -0.008 0.47
C -2.9643 -5.7213 -3.2157 0.000 0.229 -0.352 -0.25
C -2.6892 -7.0740 -3.4143 -0.031 -0.054 -0.386 -0.70
C -2.7627 -7.6207 -4.6965 0.026 0.109 0.339 -0.62
C -3.1245 -6.8145 -5.7826 0.081 -0.032 0.610 0.17
C -3.4234 -5.4677 -5.5802 0.103 -0.054 0.580 0.34
C -3.3319 -4.9169 -4.2953 0.089 -0.259 0.211 -0.93
C -3.8542 -4.6196 -6.7103 -0.283 1.314 0.210 0.57
O -4.1136 -3.4356 -6.5339 0.126 -0.605 -0.080 -0.69
C -3.9763 -5.2207 -8.0534 -0.178 0.063 -0.640 0.20
C -4.4392 -4.4426 -9.1225 -0.028 -0.128 -0.323 -0.53
C -4.5450 -4.9996 -10.3988 0.077 0.061 0.396 -0.47
C -4.1810 -6.3288 -10.6125 0.104 -0.108 0.343 -0.46
C -3.7248 -7.1078 -9.5482 -0.113 0.178 -0.229 -0.54
C -3.6317 -6.5550 -8.2640 -0.135 0.052 -0.647 0.15
C -3.1823 -7.3972 -7.1380 0.390 -1.487 -0.221 0.70
O -2.8665 -8.5667 -7.3241 -0.205 0.761 0.117 -0.68
H -2.8981 -5.2932 -2.2179 -0.010 -0.178 -0.334 0.59
H -2.4150 -7.7038 -2.5709 -0.064 0.127 -0.151 0.45
H -2.5415 -8.6764 -4.8448 -0.074 0.291 -0.149 0.45
H -3.5506 -3.8631 -4.1318 0.012 -0.219 -0.210 0.52
H -4.7225 -3.4031 -8.9648 0.132 -0.280 0.134 0.44
H -4.9096 -4.3951 -11.2265 0.072 -0.100 0.174 0.39
H -4.2564 -6.7609 -11.6080 0.020 0.066 0.201 0.39
H -3.4471 -8.1462 -9.7217 -0.041 0.244 0.229 0.45
```
Forces are in eV/Å.

## Properties
- total charge = +1
- lowest unoccupied orbital energy (eV) = -3.49
- HOMO-LUMO gap (eV) = 7.1

***

C40H41BrGe2NZr as an isolated structure at a distorted geometry. Source: the Open Molecules 2025 dataset; level of theory: the ωB97M-V functional and the def2-TZVPD basis.

XYZ file:
```
86
Properties=species:S:1:pos:R:3:forces:R:3:mulliken_spin:R:1
Zr 0.3470 -1.7523 0.9326 0.838 -0.536 1.073 0.67
C -1.5648 -1.8740 2.4742 0.055 0.028 -0.056 0.01
C -1.9787 -2.5257 1.2872 0.171 0.104 -0.114 0.00
C -1.2092 -3.7027 1.1518 -0.023 0.068 -0.100 -0.01
C -0.3412 -3.8001 2.2650 0.038 0.161 -0.084 -0.04
C -0.5680 -2.6784 3.0856 0.075 0.065 -0.149 0.01
H -1.9652 -0.9484 2.8575 -0.069 -0.033 0.048 0.00
H -2.7256 -2.1828 0.5901 -0.090 -0.040 0.039 0.01
H -1.2824 -4.3999 0.3315 -0.095 -0.079 0.051 0.01
H 0.3854 -4.5780 2.4462 -0.049 -0.060 0.022 0.00
H -0.0509 -2.4576 4.0043 -0.047 -0.057 0.058 0.00
C 1.0462 1.8268 5.5319 -0.065 -0.002 -0.003 0.00
C 1.6553 0.8374 4.5835 0.040 0.003 0.025 0.00
C 2.9994 0.4813 4.6435 -0.005 0.023 0.047 0.01
C 3.5297 -0.4440 3.7567 0.173 -0.068 0.014 -0.01
C 2.6625 -0.9808 2.8396 -0.226 -0.103 -0.067 0.01
Br 3.1313 -2.3401 1.5828 0.053 0.083 0.009 0.00
N 1.3813 -0.6606 2.7347 0.048 0.298 -0.001 0.00
C 0.8916 0.2423 3.5916 -0.071 -0.042 0.072 0.04
H 1.8110 2.3885 6.0636 0.013 -0.005 -0.010 0.00
H 0.4308 1.3160 6.2747 0.007 0.014 -0.004 0.00
H 0.4060 2.5344 5.0030 0.007 -0.014 0.010 0.00
H 3.6414 0.9277 5.3929 0.002 -0.007 -0.010 0.00
H 4.5685 -0.7400 3.7921 -0.020 -0.004 -0.014 0.00
H -0.1552 0.4930 3.4638 0.012 0.014 0.010 -0.01
C 1.3490 2.2500 -3.2460 -0.045 -0.038 0.059 0.00
Ge -0.2778 1.1612 -3.2900 0.075 -0.101 -0.322 -0.01
C -1.8970 2.2483 -3.0754 0.036 -0.028 0.011 0.00
C -0.4131 0.1320 -4.9597 0.048 0.074 0.053 0.00
Ge -0.3411 -0.6715 -1.6436 -0.268 0.323 -0.016 0.01
C 1.1554 -2.0041 -1.7691 -0.069 -0.030 -0.121 -0.06
C 1.3212 -3.2268 -1.1087 -0.210 -0.285 0.049 0.08
C 2.3782 -4.0961 -1.3951 0.075 0.112 0.038 0.03
C 3.2951 -3.7572 -2.3690 0.001 0.044 -0.012 0.00
C 3.1627 -2.5413 -3.0392 0.062 -0.028 -0.030 0.01
C 2.1275 -1.6806 -2.7338 0.010 0.014 0.067 0.07
C -2.0369 -1.6217 -1.8157 0.068 -0.054 -0.045 -0.05
C -3.2531 -0.9448 -1.7059 -0.001 0.022 -0.015 0.05
C -4.4526 -1.6215 -1.8776 -0.037 0.001 -0.011 0.00
C -4.4521 -2.9764 -2.1809 0.045 -0.031 -0.006 0.01
C -3.2472 -3.6507 -2.3355 -0.062 0.018 0.002 0.00
C -2.0481 -2.9765 -2.1555 0.117 0.036 0.024 0.04
H 1.3021 2.9386 -4.0918 -0.010 -0.004 0.012 0.00
H 2.2558 1.6538 -3.3490 -0.033 -0.020 -0.017 0.00
H 1.4333 2.8358 -2.3305 -0.040 -0.022 -0.009 0.00
H -1.6251 3.2989 -3.1875 0.005 -0.015 -0.021 0.00
H -2.4020 2.1456 -2.1179 0.054 -0.040 0.022 0.00
H -2.5971 1.9845 -3.8681 0.010 -0.009 0.012 0.00
H -0.6503 0.8124 -5.7793 0.016 0.014 0.028 0.00
H -1.2143 -0.6058 -4.8973 -0.007 0.022 0.037 0.00
H 0.5135 -0.3852 -5.2103 -0.006 0.021 0.033 0.00
H 0.6043 -3.6528 -0.3941 -0.216 0.161 -0.327 -0.04
H 2.4546 -5.0368 -0.8643 0.003 -0.007 -0.033 0.00
H 4.1033 -4.4294 -2.6247 -0.013 -0.013 0.028 0.00
H 3.8711 -2.2753 -3.8135 -0.017 0.002 0.009 0.00
H 2.0558 -0.7418 -3.2722 -0.006 -0.011 0.000 0.00
H -3.2768 0.1182 -1.4976 -0.017 -0.005 -0.005 0.00
H -5.3895 -1.0868 -1.7879 0.010 -0.007 0.000 0.00
H -5.3877 -3.5022 -2.3179 0.006 0.011 0.003 0.00
H -3.2447 -4.6985 -2.6076 0.008 0.009 0.008 0.00
H -1.1121 -3.5077 -2.3005 -0.074 -0.009 0.014 0.00
C -2.7837 4.9968 0.8151 0.018 -0.029 -0.009 0.05
C -1.5915 4.7570 0.1384 0.004 0.030 -0.007 -0.02
C -1.0987 3.4709 0.0250 0.036 -0.031 0.011 0.04
C -1.7976 2.3914 0.5803 -0.114 0.037 0.099 0.07
C -3.0184 2.6446 1.2209 0.045 -0.031 -0.013 0.06
C -3.4983 3.9367 1.3550 -0.016 0.009 0.002 -0.02
C -1.3832 0.9971 0.4463 0.022 -0.032 0.002 0.09
C -0.1476 0.4187 0.2824 -0.156 0.037 -0.515 -0.06
C 1.1583 1.1471 0.4069 -0.102 0.009 0.048 -0.09
C 1.3202 2.1414 1.3853 0.099 0.063 -0.019 0.01
C 2.5464 2.7387 1.6033 -0.119 -0.003 0.033 0.01
C 3.6620 2.3551 0.8633 0.085 0.002 -0.028 -0.01
C 3.5302 1.3670 -0.0914 0.050 -0.029 -0.013 0.00
C 2.2929 0.7665 -0.3127 -0.073 0.061 0.089 0.01
H -3.1608 6.0071 0.9026 -0.002 -0.011 0.006 0.00
H -1.0510 5.5816 -0.3085 -0.004 -0.018 0.006 0.00
H -0.1816 3.2997 -0.5230 0.021 -0.015 0.012 0.02
H -3.5923 1.8135 1.6168 0.001 0.012 0.002 0.00
H -4.4361 4.1155 1.8639 0.009 -0.004 -0.006 0.00
H -2.2243 0.3070 0.4640 -0.006 0.001 -0.025 0.01
H 0.4702 2.4529 1.9764 -0.033 0.026 -0.009 0.00
H 2.6388 3.5151 2.3533 -0.017 -0.014 -0.011 0.00
H 4.6181 2.8336 1.0324 -0.016 -0.018 -0.012 0.00
H 4.3846 1.0593 -0.6814 -0.010 0.005 0.005 0.00
H 2.2330 0.0158 -1.0823 -0.012 0.007 -0.029 -0.01
```
Forces are in eV/Å.

## Properties
- total charge = +2
- lowest unoccupied orbital energy (alpha / beta) (eV) = -5.98 / -6.35
- energy above the lowest of the compared OMol25 structures with the same formula, charge and spin (eV) = 0.892
- HOMO-LUMO gap (alpha / beta) (eV) = 6.0 / 7.0
- 2S+1 = 2